Entry 1:
Molecular formula: C25H31N3OP2V
Method: DFT, ωB97M-V/def2-TZVPD

Results
Charge: +1
2S+1: 3

```
63
Properties=species:S:1:pos:R:3:lowdin_charge:R:1
C 1.97121 -3.57948 -2.43363 -0.05
C 1.13934 -2.54455 -1.98574 -0.20
C 0.53009 -2.65479 -0.70203 -0.18
C 0.78457 -3.79741 0.12111 -0.17
C 1.68965 -4.78685 -0.34813 -0.02
C 2.22017 -4.69699 -1.62705 -0.08
C 0.05970 -3.92301 1.32716 -0.02
C -1.14268 -3.20298 1.47550 -0.16
C -1.35983 -2.09128 0.60420 -0.18
C -2.65232 -1.53114 0.46174 -0.22
C -3.68543 -2.00312 1.26757 -0.05
C -3.47212 -3.05017 2.17109 -0.07
C -2.21699 -3.62953 2.30126 -0.01
H 2.37106 -3.48828 -3.44774 0.11
H 1.88243 -5.62602 0.31271 0.11
H 2.86577 -5.46820 -2.01850 0.10
H 0.36389 -4.65625 2.08149 0.12
H -4.67647 -1.55601 1.14949 0.11
H -4.31146 -3.41870 2.75387 0.11
H -2.00525 -4.46254 2.96939 0.12
N -0.30044 -1.66469 -0.18661 -0.06
V 0.02548 0.23762 -0.43779 0.43
C 0.90344 -1.31805 -2.91662 -0.27
H -0.17033 -1.20838 -3.18815 0.09
H 1.49735 -1.42496 -3.84132 0.09
C -3.00090 -0.45579 -0.57568 -0.27
H -2.86489 -0.82338 -1.60500 0.10
H -4.05403 -0.16101 -0.46729 0.09
P 1.40159 0.33213 -2.23773 0.77
P -2.05883 1.10106 -0.43108 0.78
C -2.46846 1.70697 1.24876 -0.20
H -1.72038 2.44560 1.58262 0.03
H -3.47132 2.16401 1.24644 0.06
H -2.43963 0.86588 1.95758 0.06
C -2.64290 2.32647 -1.60243 -0.24
H -3.72717 2.46811 -1.51334 0.06
H -2.13856 3.28065 -1.40779 0.05
H -2.37656 2.01856 -2.62156 0.05
C 3.13764 0.07664 -1.73887 -0.22
H 3.76248 -0.11108 -2.62814 0.06
H 3.49211 0.97220 -1.20571 0.05
H 3.19769 -0.78615 -1.05931 0.06
C 1.39822 1.50485 -3.63118 -0.24
H 1.99411 2.39217 -3.37273 0.05
H 1.81317 1.05195 -4.54293 0.06
H 0.37656 1.84856 -3.85129 0.05
H 2.05297 -2.72989 2.93276 0.04
H 1.78051 -2.03544 2.75714 0.03
N 1.44374 5.19116 3.89461 0.17
C 1.19236 3.85374 3.65543 -0.47
O 0.97424 3.04325 4.54819 0.08
C 1.12000 3.51363 2.19152 -0.09
C 1.11294 4.47937 1.16606 0.02
C 0.88875 4.07300 -0.14211 -0.02
C 0.71559 2.71580 -0.42024 -0.19
N 0.87696 1.75266 0.54699 -0.07
C 0.98938 2.15328 1.84455 -0.01
H 1.64024 5.43466 4.85190 0.12
H 1.89853 5.76554 3.19174 0.09
H 1.24805 5.54209 1.37839 0.12
H 0.81674 4.79617 -0.95672 0.13
H 0.39767 2.41411 -1.44124 0.05
H 0.93057 1.36419 2.59442 0.14
```

=====

Entry 2:
Molecular formula: C25H31N4O9P3Sm
Method: DFT, ωB97M-V/def2-TZVPD

Results
Charge: -1
2S+1: 6

```
73
Properties=species:S:1:pos:R:3:lowdin_charge:R:1
Sm 7.25062 11.94616 15.37843 1.77
O 10.29309 13.43638 18.90199 -0.15
P 10.36438 13.39304 17.28857 0.26
O 11.69256 13.46977 16.68993 -0.28
O 9.21474 12.35536 16.96377 -0.50
O 9.70423 14.80618 16.85253 -0.29
P 8.27201 15.46664 16.56368 0.20
O 8.58800 16.79092 15.60604 -0.14
O 7.79023 16.00044 17.82738 -0.30
O 7.52818 14.27692 15.95210 -0.46
H 10.37941 14.26177 19.44351 0.11
H 8.54461 16.51638 14.66565 0.07
N 4.78458 12.97804 15.46927 -0.07
N 4.39050 13.89850 14.40202 -0.01
C 5.41831 14.00082 13.38926 -0.70
O 5.56633 15.05328 12.70399 -0.02
O 5.99657 12.84045 13.27738 -0.28
H 4.34124 12.09719 15.15188 0.08
H 4.12280 13.23787 16.20476 0.10
H 4.20023 14.80905 14.78837 0.11
C 7.62499 11.22911 7.95771 -0.11
C 8.53251 10.32763 8.48872 -0.08
C 8.38429 9.93167 9.82750 -0.12
C 7.34115 10.42092 10.62614 -0.35
C 6.35798 11.22641 10.01786 -0.07
C 6.52194 11.64297 8.68390 -0.08
P 7.28134 10.26728 12.49273 1.09
C 9.10053 10.19363 12.89658 -0.38
C 9.71788 9.62680 14.00666 -0.10
C 11.05446 9.95631 14.33586 -0.08
C 11.80513 10.73665 13.49909 -0.09
C 11.19756 11.33172 12.39865 -0.08
C 9.87070 11.09663 12.12010 -0.12
C 6.70306 8.58094 12.87989 -0.34
C 6.71459 7.59794 11.89237 -0.08
C 6.44408 6.23976 12.21658 -0.08
C 5.85655 5.97784 13.43408 -0.07
C 5.54296 6.98277 14.35128 -0.18
C 4.74763 6.70998 15.49828 -0.07
C 4.36390 7.72742 16.30913 -0.12
C 4.91429 9.01978 16.12474 -0.18
C 5.88268 9.38405 15.14111 -0.15
C 6.08967 8.32500 14.13514 -0.22
H 7.75617 11.57310 6.93308 0.10
H 9.34994 9.93396 7.92586 0.09
H 9.13556 9.27992 10.28828 0.11
H 5.53609 11.58681 10.61572 0.10
H 5.82157 12.35556 8.24512 0.10
H 9.18976 8.88894 14.61282 0.10
H 11.50649 9.36767 15.11006 0.10
H 12.85190 10.94332 13.67049 0.11
H 11.77811 12.02225 11.80512 0.10
H 9.37463 11.69358 11.36457 0.10
H 6.99970 7.81958 10.85567 0.09
H 6.56730 5.47603 11.45987 0.09
H 5.49804 4.98231 13.67756 0.10
H 4.46389 5.68008 15.66518 0.10
H 3.63578 7.53840 17.08767 0.09
H 4.64438 9.79640 16.88249 0.07
H 10.26272 5.53833 15.89774 0.00
N 6.05264 9.76678 20.57793 -0.03
C 6.02552 11.22244 20.47601 -0.27
C 6.23211 12.05912 19.12292 -0.23
N 7.03214 11.51533 18.03354 -0.10
H 6.90898 9.40567 20.98217 0.06
H 6.87696 10.53072 17.58806 0.08
H 5.30086 9.42074 21.17796 0.06
H 6.62300 11.71262 21.29332 0.10
H 4.97299 11.44785 20.68531 0.09
H 6.72714 13.06122 19.31862 0.13
H 5.19298 12.31966 18.79848 0.09
H 10.17883 5.01515 16.52645 0.00
H 8.01003 11.86102 17.87246 -0.01
```

=====

Entry 3:
Molecular formula: C25H31N5NaO5
Method: DFT, ωB97M-V/def2-TZVPD

Results
Charge: -1
2S+1: 1

```
67
Properties=species:S:1:pos:R:3:lowdin_charge:R:1
Na -0.15989 -0.45981 -0.67937 0.32
C -0.08180 -0.31283 3.21007 -0.05
N -1.03066 0.17275 2.17033 -0.19
C -2.33200 -0.29076 2.53269 -0.12
C -0.90352 1.49004 1.75322 -0.20
C -1.94632 2.41210 1.93303 -0.08
C -1.84649 3.73879 1.58215 -0.18
C -0.67502 4.19274 1.03199 -0.13
C 0.35828 3.29938 0.76577 -0.04
C 0.31668 1.90659 1.07874 -0.26
N 1.17958 0.97435 0.70305 0.04
C 2.51297 1.08918 0.56694 -0.29
C 3.35504 1.52751 1.58365 -0.04
C 4.72541 1.34891 1.48132 -0.13
C 5.27400 0.77075 0.35244 -0.15
C 4.45928 0.41579 -0.71007 -0.05
C 3.07817 0.62767 -0.62948 -0.22
N 2.18989 0.26829 -1.66990 -0.19
C 2.76373 -0.46625 -2.78967 -0.09
C 1.48824 1.47366 -2.20692 -0.04
H -0.24615 0.24529 4.16006 0.09
H 0.91823 -0.03487 2.88775 0.07
H -0.17720 -1.41544 3.25139 0.08
H -2.77764 0.16668 3.41971 0.08
H -2.36854 -1.37110 2.68331 0.08
H -3.02163 -0.06524 1.73491 0.08
H -2.88276 2.12064 2.35489 0.09
H -2.65514 4.40853 1.85545 0.09
H -0.49007 5.26189 0.77938 0.11
H 1.18305 3.65583 0.21291 0.08
H 2.99130 1.92902 2.54991 0.12
H 5.33933 1.52664 2.38027 0.10
H 6.35750 0.51427 0.34620 0.10
H 4.95913 -0.03390 -1.59005 0.10
H 3.58952 0.14489 -3.21308 0.08
H 2.03788 -0.55946 -3.61272 0.09
H 3.20832 -1.42366 -2.42464 0.10
H 2.24462 2.08938 -2.73002 0.10
H 1.01333 2.06345 -1.44834 0.06
H 0.75497 1.21957 -2.95860 0.08
O -5.57045 -1.22991 -3.39941 0.11
C -5.67819 -0.14757 -2.64681 -0.53
O -6.72101 0.42545 -2.44847 0.08
C -4.43659 0.42423 -2.10861 -0.06
C -4.34453 1.62392 -1.42917 -0.01
N -3.05886 1.81686 -1.07527 0.03
N -2.28925 0.78689 -1.43083 0.10
C -3.08917 -0.08430 -2.08370 -0.09
C -2.47475 -1.38124 -2.63763 -0.61
O -3.18244 -2.19093 -3.24266 0.01
O -1.24928 -1.48035 -2.38819 -0.05
H -4.66229 -1.62895 -3.41367 0.04
H -5.03923 2.39257 -1.26467 0.12
H -2.60534 2.42885 -0.41317 0.12
C 0.57155 -4.58537 0.24267 -0.12
C 1.93296 -3.81441 0.26011 -0.14
C 1.61500 -2.52330 0.97360 -0.15
O 0.25840 -2.30120 0.51682 -0.21
C -0.40778 -3.51402 0.67558 -0.22
H 0.62736 -5.46058 0.91748 0.11
H 0.33610 -4.92192 -0.79696 0.12
H 2.30790 -3.56752 -0.69874 0.09
H 2.74428 -4.36564 0.73196 0.11
H 2.15442 -1.60052 0.73153 0.12
H 1.56466 -2.65541 2.04507 0.11
H -1.24134 -3.40234 -0.00878 0.13
H -0.76573 -3.66452 1.69326 0.12
```

=====

What are the E_tot values for these records? In order: -77204.432 -96594.570 -48535.987 eV.